{"formula": "C32H46Cl8F18O12", "method": "ωB97M-V/def2-TZVPD", "elements": ["C", "C", "O", "C", "O", "C", "F", "F", "F", "H", "H", "H", "H", "H", "C", "C", "O", "C", "O", "C", "F", "F", "F", "H", "H", "H", "H", "H", "C", "C", "O", "C", "O", "C", "F", "F", "F", "H", "H", "H", "H", "H", "C", "C", "O", "C", "O", "C", "F", "F", "F", "H", "H", "H", "H", "H", "C", "C", "O", "C", "O", "C", "F", "F", "F", "H", "H", "H", "H", "H", "C", "C", "O", "C", "O", "C", "F", "F", "F", "H", "H", "H", "H", "H", "Cl", "C", "C", "Cl", "H", "H", "H", "H", "Cl", "C", "C", "Cl", "H", "H", "H", "H", "Cl", "C", "C", "Cl", "H", "H", "H", "H", "Cl", "C", "C", "Cl", "H", "H", "H", "H"], "xyz": [[10.95763, -21.64667, -16.83119], [11.07769, -21.16722, -15.37711], [10.73857, -22.17594, -14.35692], [10.13916, -21.82901, -13.14257], [9.82121, -20.64583, -12.92973], [10.02773, -22.82457, -12.05656], [10.53283, -22.35909, -10.84405], [8.76264, -23.08713, -11.89799], [10.62938, -23.94237, -12.47178], [9.90178, -21.77872, -17.06751], [11.46745, -22.58466, -17.05110], [11.40153, -20.91928, -17.51087], [10.28118, -20.43022, -15.27469], [12.01496, -20.67290, -15.12162], [6.55858, -18.40784, -23.10054], [7.11307, -19.83746, -22.93522], [6.06578, -20.76804, -23.02857], [6.24719, -22.08466, -23.27783], [7.39012, -22.59612, -23.35201], [4.95261, -22.97468, -23.47195], [3.89346, -22.20355, -23.66170], [5.12786, -23.72150, -24.53976], [4.74218, -23.79461, -22.46683], [5.84641, -18.00176, -22.38220], [6.24593, -18.04414, -24.07935], [7.45359, -17.78671, -23.13599], [7.74081, -19.99290, -22.05779], [7.75022, -19.92488, -23.81527], [13.89409, -18.57095, -17.94530], [12.70203, -17.66802, -17.92894], [11.64898, -18.42829, -18.46294], [10.88949, -18.00156, -19.50898], [11.08593, -16.95102, -20.12842], [9.78704, -19.04098, -19.83299], [8.70151, -18.32597, -20.21127], [10.25363, -19.91549, -20.81365], [9.53766, -19.81195, -18.78110], [13.78205, -19.46726, -17.33524], [14.64196, -18.01686, -17.37806], [14.35884, -18.75447, -18.91402], [12.85567, -16.74767, -18.49238], [12.50492, -17.32499, -16.91327], [17.40336, -10.25537, -17.14705], [17.55670, -11.50320, -17.99230], [16.85250, -12.58102, -17.31715], [17.52367, -13.72253, -17.07449], [18.71262, -13.99991, -17.19746], [16.54512, -14.84229, -16.48730], [17.13720, -15.46697, -15.42750], [15.40280, -14.29293, -16.01411], [16.27401, -15.69424, -17.48886], [16.35419, -10.17600, -16.86237], [17.63580, -9.30717, -17.63181], [18.06021, -10.40912, -16.29090], [18.61472, -11.56380, -18.24727], [17.10027, -11.31374, -18.96384], [16.71728, -20.63281, -19.58574], [17.35083, -20.14724, -20.86435], [16.45684, -19.12692, -21.34327], [16.66432, -17.77149, -20.99299], [17.57425, -17.36823, -20.27044], [15.75989, -16.76740, -21.75730], [14.49039, -16.85832, -21.22310], [16.25665, -15.59633, -21.45463], [15.78438, -16.97775, -23.08182], [16.58947, -19.78990, -18.90658], [17.35423, -21.41652, -19.17561], [15.67462, -20.95052, -19.58089], [17.45608, -20.96608, -21.57606], [18.37034, -19.77094, -20.78017], [18.44177, -18.37919, -12.44189], [19.07429, -19.04239, -13.61736], [18.21353, -19.48865, -14.59995], [17.36124, -20.49990, -14.51856], [17.41730, -21.24010, -13.59740], [16.32373, -20.65781, -15.62426], [16.07609, -19.50547, -16.34052], [16.70192, -21.66649, -16.38458], [15.09727, -20.99993, -15.09300], [17.94131, -19.05922, -11.75254], [17.64632, -17.68039, -12.70083], [19.23173, -17.89039, -11.87169], [19.53303, -20.00690, -13.39970], [19.82416, -18.47465, -14.16822], [10.34981, -19.74257, -23.88238], [10.98912, -18.06199, -23.81322], [12.34016, -18.09843, -23.10919], [13.62508, -18.99753, -24.02252], [10.28336, -17.47752, -23.22296], [11.16844, -17.58179, -24.77517], [12.27908, -18.57301, -22.12983], [12.75290, -17.09776, -22.98112], [10.99338, -13.19877, -17.25519], [11.42246, -13.75088, -18.87397], [12.55800, -12.92412, -19.48251], [12.97255, -13.62124, -21.10188], [10.60421, -13.79552, -19.59270], [11.68568, -14.79163, -18.68513], [13.46427, -12.85900, -18.88041], [12.21783, -11.89304, -19.57879], [14.13847, -22.63657, -23.06992], [12.86191, -22.16032, -22.00627], [11.93132, -23.28919, -21.60951], [10.79895, -22.68652, -20.41401], [12.29049, -21.41597, -22.56083], [13.31471, -21.76645, -21.09636], [12.46630, -24.06981, -21.06865], [11.33143, -23.60891, -22.46158], [10.23181, -16.43743, -11.75854], [11.26266, -17.53717, -12.73059], [12.15748, -16.63854, -13.60597], [13.25754, -17.80949, -14.46034], [10.54727, -18.10273, -13.32763], [11.92362, -18.10688, -12.07739], [12.71339, -15.90475, -13.02235], [11.56172, -16.13173, -14.36513]], "forces_ev_per_angstrom": [[0.35, -0.64, 0.71], [-1.73, -0.27, 1.61], [1.29, -1.09, -2.31], [0.51, 0.34, -0.11], [-0.74, 2.51, 0.40], [2.35, 2.58, -3.69], [-0.37, -1.04, 0.02], [-2.63, -1.14, 1.98], [0.62, -1.47, 1.10], [0.05, -0.03, -0.12], [0.05, -0.17, 0.26], [-0.14, 0.24, 0.14], [0.23, 0.50, 0.16], [0.35, -0.17, -0.11], [0.87, 0.65, 0.10], [0.39, 1.29, -1.52], [-2.38, -2.32, -0.18], [4.65, -0.13, 0.42], [-3.96, 1.30, 0.08], [1.11, 1.34, -0.09], [-0.57, 0.19, 0.09], [0.16, -0.38, -0.93], [-0.07, -0.07, 0.88], [0.22, -0.36, 0.26], [-0.77, -1.26, -0.43], [0.37, 0.20, 1.05], [-0.34, 0.04, 0.11], [0.16, -0.56, 0.18], [1.33, 0.83, 1.02], [0.91, 0.60, -0.36], [-2.98, -0.24, -1.59], [2.49, 2.02, 0.46], [-0.93, -2.53, 1.11], [1.12, -0.47, -0.12], [0.56, -1.32, -0.12], [-1.18, 2.01, 0.83], [-0.66, 0.60, -0.51], [-0.44, -0.16, -0.41], [0.31, 0.10, -0.06], [-0.48, -0.19, -0.16], [0.08, -0.16, -0.42], [-0.51, -0.51, 0.03], [-0.41, -0.40, 0.46], [-0.06, 1.78, -0.91], [1.56, -0.76, -0.57], [1.58, -1.14, 0.65], [-2.78, 1.22, -0.08], [0.48, 1.15, 0.50], [-0.56, 0.30, -1.49], [0.51, -0.59, -0.54], [-0.02, 0.10, 0.92], [0.08, 0.01, 0.42], [0.35, -0.30, -0.31], [-0.30, 0.43, 0.31], [0.04, -1.33, 0.58], [-0.52, -0.54, 0.05], [0.44, 0.22, 0.93], [-0.58, 0.01, 0.50], [-0.20, 3.21, -0.69], [3.08, -2.52, 0.72], [-2.52, -1.16, -1.64], [-0.19, -1.56, 1.32], [0.98, 0.20, -1.18], [-0.37, 1.07, -0.55], [-0.47, 0.41, 0.93], [0.85, 0.06, 0.35], [-0.20, 0.05, 0.43], [0.09, -0.57, -1.07], [-0.70, 0.30, -0.51], [-0.15, 0.35, 0.57], [-0.41, 0.18, 0.75], [1.34, -2.01, 0.38], [-3.02, 1.38, -4.25], [1.50, 1.33, 1.80], [-0.73, -1.64, 0.78], [-2.39, 0.87, 0.24], [1.02, -1.64, 0.62], [0.11, 0.13, -0.82], [1.71, 0.44, -0.39], [0.22, -0.41, -0.18], [0.35, 0.35, -0.33], [-0.13, 0.25, -0.01], [0.84, 0.28, 1.25], [-0.24, 0.42, 0.29], [0.09, 0.52, -0.58], [1.06, -0.20, 0.56], [0.32, 0.01, 0.23], [-0.65, 0.11, 0.10], [0.09, -0.01, -0.01], [-0.55, -0.52, -0.27], [-0.04, 0.03, -0.14], [-0.27, 0.00, -0.01], [-0.34, 0.60, 0.15], [0.84, -0.97, -0.47], [-0.31, 0.03, 0.26], [-0.10, 0.38, 0.55], [-0.31, 0.38, 0.43], [0.37, 0.11, -0.46], [-0.07, -0.51, -0.01], [-0.05, -0.07, -0.46], [1.02, -0.71, -0.79], [-0.98, 0.49, 0.71], [0.35, -0.12, -0.15], [-0.60, 0.20, 0.59], [0.06, 0.23, 0.41], [-0.10, 0.29, -0.17], [0.02, -0.24, -0.66], [0.34, -0.41, 0.11], [0.03, 0.11, 0.29], [0.33, 1.09, -0.45], [-0.71, -0.90, -0.04], [0.10, 0.60, 0.19], [0.51, -0.53, 0.24], [-0.62, -0.28, -0.01], [0.20, -0.30, -0.12], [0.16, -0.01, 0.01]], "lowdin_spin": [0.001, 0.009, 0.096, 0.382, 0.267, 0.092, 0.046, 0.043, 0.021, 0.000, 0.000, 0.000, 0.000, 0.006, 0.000, 0.000, 0.000, 0.000, 0.000, 0.000, 0.000, 0.000, 0.000, 0.000, 0.000, 0.000, 0.000, 0.000, 0.001, 0.001, 0.001, 0.001, 0.001, 0.001, 0.001, 0.000, 0.001, 0.001, 0.000, 0.000, 0.000, 0.000, 0.000, 0.000, 0.000, 0.000, 0.000, 0.000, 0.000, 0.000, 0.000, 0.000, 0.000, 0.000, 0.000, 0.000, 0.000, 0.000, 0.000, 0.000, 0.000, 0.000, 0.000, 0.000, 0.000, 0.000, 0.000, 0.000, 0.000, 0.000, 0.001, 0.000, 0.000, 0.001, 0.001, 0.001, 0.000, 0.000, 0.002, 0.000, 0.000, 0.000, 0.000, 0.000, 0.000, 0.000, 0.000, 0.000, 0.000, 0.000, 0.000, 0.000, 0.002, 0.000, 0.000, 0.000, 0.000, 0.000, 0.000, 0.000, 0.000, 0.000, 0.000, 0.001, 0.000, 0.000, 0.000, 0.000, 0.001, 0.002, 0.002, 0.003, 0.002, 0.001, 0.001, 0.001], "lumo_energy_ev": [1.5, 1.5], "multiplicity": 2, "total_charge": -1, "s2": 0.75, "e_homo_ev": [0.064, -4.710], "orbital_gap_ev": [1.48, 6.26]}